C4H8S3 | ωB97M-V/def2-TZVPD

CARTESIAN COORDINATES (ANGSTROEM)
H -0.1080 1.8635 1.3397
H 1.7688 0.9318 -1.2832
H 2.4534 -2.6355 0.3912
S 1.7765 -1.7531 -0.3689
H -0.0327 -1.7632 1.2524
H -0.7152 2.1768 -0.2332
H 1.1995 -0.5261 1.6940
S 1.6994 1.8281 -0.1559
C -1.7716 -0.2043 0.6346
C 0.5747 -0.9931 0.8420
H -0.5077 -0.1993 -0.9550
H -1.9177 -0.2658 1.7008
C -0.3589 0.0035 0.1513
S -3.0266 -0.1635 -0.4329
C 0.0008 1.4995 0.2747

Results
**SMILES**: S=CC(CS)CS
**ΔE to the lowest compared entry with this formula, charge and spin**: 28.5 kcal/mol
**DFT total energy**: -1351.714141 a.u.
**Kohn-Sham gap**: 8.3 eV
**LUMO level**: -0.63 eV
**HOMO**: -0.3277 Ha



C22H51GaO7P | ωB97M-V/def2-TZVPD

CARTESIAN COORDINATES (ANGSTROEM)
H 6.0810 -2.6835 -3.5007
C -1.9416 -1.5526 4.0460
C -2.7171 -2.7055 4.6667
H 0.9822 3.9492 5.5661
H -1.0402 -1.1212 -3.2018
C 4.5246 -1.1426 -4.0878
P 1.7186 1.3057 3.8896
H -1.3427 -3.1477 -6.1286
H 4.6922 -1.2461 -5.1869
H 0.0319 3.2220 -4.3424
C -2.3894 -4.6691 -0.6863
H -0.7001 6.0208 6.7846
O -2.0037 1.8691 -5.3863
O 0.9042 3.9177 6.5367
C -3.8336 -3.5042 -2.3791
H -3.2426 -5.2157 -0.2725
H 1.3586 -2.7678 -3.5124
H 2.4768 0.6740 -1.7967
Ga 3.4744 0.2526 2.7403
H 3.0436 6.4498 7.0722
O -3.4139 -2.5433 -0.2115
O -0.5525 -1.8639 4.0378
O -0.4179 -0.8264 -3.8788
H -3.4650 -1.0144 2.5963
C -0.8796 3.2184 -3.7411
O 1.7446 2.8507 3.7398
C 5.0214 -1.8172 -1.7320
H -3.7877 -2.4883 4.7023
H 2.8405 5.4970 5.5861
C 0.3328 6.2523 6.5142
C -3.3850 3.0516 -3.8089
H -3.4075 -4.0869 -3.1993
H -2.3662 -2.9004 5.6826
H -4.7349 -4.0117 -2.0220
H -4.2557 2.9363 -4.4588
H -4.1491 -2.5330 -2.7675
H -0.2454 -3.4090 -3.1926
O 3.8103 -0.9047 0.1515
H 3.3845 4.7070 7.0560
C -1.4922 -2.3222 -5.4289
C 3.9900 -0.8942 -1.2081
H 0.6339 -3.9243 -4.6477
H 1.9554 1.0724 5.2968
H -3.4997 3.9715 -3.2310
H -2.2428 -2.1457 1.9832
H 5.5932 -2.4247 -0.9961
H -1.8313 -0.4530 2.1888
H 0.3746 6.2912 5.4220
C 3.5403 -0.2164 -3.5611
H -4.1862 -3.0170 0.1211
H 3.9440 1.1845 0.3060
H -0.7997 2.3755 -3.0487
C -2.8296 -3.3271 -1.2498
H -0.4276 -2.6560 3.5010
C 3.2418 -0.0554 -2.1419
H -1.9236 -1.4778 -5.9720
H -2.1409 3.9000 -5.3445
H 0.4176 0.7732 3.6294
C 2.7201 5.4841 6.6728
H 3.5596 -1.2791 3.2539
C 0.4262 -3.0762 -3.9911
H 0.5845 7.2407 6.9087
H 2.9684 0.4095 -4.2827
C -2.1049 3.0734 -4.6307
C 5.3047 -1.9614 -3.1541
H -3.3891 2.2030 -3.1182
H -2.0686 -0.6552 4.6559
H -0.9193 4.1433 -3.1611
H -2.2293 -2.6286 -4.6797
H -1.9693 1.1296 -4.7642
H -1.9578 -2.7789 -1.6155
H 0.5213 -1.5741 -5.5257
H 2.2379 0.5884 0.3304
C 3.2787 0.3487 0.6745
C -0.1836 -1.9187 -4.7661
H 4.8566 0.9746 3.1125
C 1.2770 5.1866 7.0527
H -2.5667 -3.6274 4.0958
H -1.6775 -4.5270 0.1293
C -2.4039 -1.2749 2.6235
H 1.1867 5.1323 8.1415
H -1.9201 -5.2863 -1.4558

Results
**Total charge**: -1
**DFT total energy**: -3661.622670 a.u.
**Kohn-Sham gap**: 6.8 eV
**LUMO level**: 2.05 eV
**HOMO**: -0.1758 Ha



C5H8N2 | ωB97M-V/def2-TZVPD

CARTESIAN COORDINATES (ANGSTROEM)
H -1.0391 -1.2694 1.9675
H 2.7955 1.2061 -0.7290
C 2.5697 0.1692 -0.4505
H 3.2789 -0.1510 0.3183
C -2.4161 0.0536 -0.0981
H -0.1668 1.2209 -1.3015
N 0.8606 -0.7765 1.1308
H 2.7368 -0.4592 -1.3363
N -1.0190 0.0459 0.2820
H -2.7716 1.0734 -0.2778
C 0.0162 0.5444 -0.4780
H -3.0128 -0.3932 0.7032
C -0.4456 -0.7446 1.2274
C 1.1660 0.0219 0.0512
H -2.5527 -0.5416 -1.0093

Results
**SMILES**: Cc1cn(C)cn1
**ΔE to the lowest compared entry with this formula, charge and spin**: 2.5 kcal/mol
**DFT total energy**: -304.831449 a.u.
**Kohn-Sham gap**: 9.4 eV
**LUMO level**: 0.90 eV
**HOMO**: -0.3109 Ha



C21H29N5O | ωB97M-V/def2-TZVPD

CARTESIAN COORDINATES (ANGSTROEM)
H -5.7968 0.7903 1.9381
H -4.3396 0.8970 0.2077
H 5.8766 2.3523 2.5513
H -0.9670 2.8860 1.1329
C 3.3181 -2.3681 -3.5216
H 3.1906 -4.2110 -4.6156
C 5.4321 1.9579 1.6477
H -5.6359 -1.5320 -4.2688
H -3.3558 -4.2455 -1.8500
H -5.3360 1.1160 3.5912
C 3.3291 -3.7486 -3.6481
H 3.8436 -4.4226 -0.3799
H -2.5727 0.8414 0.4499
C 3.6609 -2.4803 -1.2764
H 6.0747 0.0876 -1.0891
H 7.2043 0.9485 0.9689
H 3.6931 0.6699 -1.4686
H 3.7864 -1.9345 -0.3468
N -2.9092 1.3735 3.1122
C -1.3693 3.1021 2.1243
H -2.5953 -2.2755 -0.5322
H 3.1728 -1.7338 -4.3891
C -3.4882 1.3671 0.6936
H -3.4434 2.3793 0.2770
H -1.0330 1.8428 3.8002
C 3.6913 -3.8664 -1.2945
H 0.9076 1.6103 2.8826
H 3.5369 -5.5931 -2.5645
H -4.9155 -3.8694 -3.7638
C 4.2120 1.0265 -0.5868
N 3.4794 -1.7320 -2.3627
C 3.5210 -4.5122 -2.5080
C -4.5600 -3.0391 -3.1672
C -4.4756 -0.7163 -2.6560
C 6.1657 1.1789 0.7675
C -3.7691 1.4200 2.1757
C -5.2258 1.4749 2.5700
C 5.5437 0.7010 -0.3738
N 3.4912 1.7730 0.2511
C -4.9614 -1.7436 -3.4505
H 0.3886 4.1716 2.1986
C 4.1052 2.2217 1.3454
H 0.9659 0.9715 1.2225
N -0.3786 3.9597 2.8208
C -1.5321 1.7392 2.8321
H -5.6095 2.4878 2.4589
H 0.9583 -0.1432 2.5917
H 3.4950 2.8224 2.0122
C 0.5683 0.8091 2.2262
H -4.7632 0.3127 -2.8455
C -3.2705 -2.1535 -1.3726
H -2.3122 3.6361 2.0355
O -0.8468 0.7024 2.1333
N -3.6451 -0.9026 -1.6321
H -0.8096 4.8436 3.0516
C -3.6953 -3.2513 -2.1061

Results
**SMILES**: CO[C@@H](CN)N=C(C)C.c1ccncc1.c1ccncc1.c1ccncc1
**ΔE to the lowest compared entry with this formula, charge and spin**: 79.2 kcal/mol
**DFT total energy**: -1166.549251 a.u.
**Kohn-Sham gap**: 9.2 eV
**LUMO level**: 0.72 eV
**HOMO**: -0.3098 Ha



C3H2O3Sm | ωB97M-V/def2-TZVPD

CARTESIAN COORDINATES (ANGSTROEM)
H -0.3929 -2.0001 -0.2290
O -1.6903 0.1140 -0.9284
H -2.1057 0.9839 -0.9634
Sm 1.6044 1.9530 0.9116
C -0.7621 0.0374 0.0386
C 0.1031 -1.0675 0.0525
C 1.5395 -1.1171 0.0804
O -0.4793 1.0886 0.7245
O 2.1833 0.0079 0.3132

Results
**ΔE to the lowest compared entry with this formula, charge and spin**: 23.4 kcal/mol
**DFT total energy**: -999.049209 a.u.
**Kohn-Sham gap (alpha / beta)**: 5.2 / 6.6 eV
**LUMO level (alpha / beta)**: -0.87 / -0.57 eV
**⟨S²⟩**: 12.310
**Multiplicity**: 7
**HOMO (alpha / beta)**: -0.2217 / -0.2646 Ha



C2H8NS | ωB97M-V/def2-TZVPD

CARTESIAN COORDINATES (ANGSTROEM)
H 1.3120 0.4911 -1.1221
H -2.6746 -0.2545 0.9701
H 0.4634 -1.6112 -1.5015
H -1.0617 -0.9346 0.5981
H 2.8530 -0.2253 -0.5523
H -0.2340 1.2100 0.1599
C 1.7455 -0.1503 -0.3361
N -1.6857 -0.1117 0.6884
H -1.9931 1.8844 0.3649
S 0.8881 -1.7517 -0.2742
C -1.2782 1.0908 0.3973
H 1.6652 0.3630 0.6075

Results
**Total charge**: +1
**ΔE to the lowest compared entry with this formula, charge and spin**: 21.5 kcal/mol
**DFT total energy**: -533.645828 a.u.
**Kohn-Sham gap**: 8.0 eV
**LUMO level**: -5.67 eV
**HOMO**: -0.5036 Ha



C15H6N4S5Se5TeW | ωB97M-V/def2-TZVPD

CARTESIAN COORDINATES (ANGSTROEM)
Se 2.7221 -4.4485 -1.3316
S -1.5362 4.7186 1.6879
C -1.9344 1.0751 -0.7411
C -0.5609 3.3218 2.1401
C -0.9686 -1.3109 4.6647
N 0.0007 -0.9700 2.0856
H -4.5845 2.3002 0.9641
C 0.2300 2.8566 1.1299
Se 2.9129 -1.1897 0.6433
S 1.4432 1.5855 1.2481
N -3.4428 0.1119 5.2694
C -1.1407 -0.3891 2.4609
Se -0.6262 -2.5528 -0.4335
W 0.8727 -0.5152 -0.1087
S -1.6367 6.0822 -0.9705
C -3.6794 1.7550 0.7330
C -1.6578 -0.5304 3.7497
C -3.0448 1.0300 1.7353
Se 1.0462 0.7366 -2.1032
C -2.8895 0.1681 4.0949
N -1.2862 0.4214 0.2216
C -1.0144 4.9275 0.0698
H -1.4584 1.0670 -1.7104
C -3.1239 1.7579 -0.5248
C 0.6431 -1.7364 2.9619
C -3.5804 0.9501 3.0879
H -3.5651 2.3159 -1.3387
S 0.1954 3.8016 -0.3537
N -4.6905 1.5185 3.4560
H -1.3545 -1.4100 5.6704
Se -4.9161 1.1316 5.1903
H 1.5500 -2.1991 2.6003
Te 1.2415 -2.6809 -2.0881
H 0.7664 -2.5556 4.9288
S -0.7852 2.8007 3.7685
C 0.1936 -1.9296 4.2591
C -1.8458 0.3842 1.4405

Results
**Total charge**: -2
**ΔE to the lowest compared entry with this formula, charge and spin**: 5.6 kcal/mol
**DFT total energy**: -15127.695103 a.u.
**Kohn-Sham gap**: 4.7 eV
**LUMO level**: 3.40 eV
**HOMO**: -0.0491 Ha